Record 1
{
  "formula": "C7H11NO",
  "method": "wB97M-V/def2-TZVPD",
  "e_homo_ev": -9.08,
  "multiplicity": 1,
  "smiles": "C#CN(C)C(=O)C(C)C",
  "total_energy_ha": -403.250391,
  "orbital_gap_ev": 9.9,
  "e_lumo_ha": 0.030,
  "relative_energy_kcal_mol": 52.44,
  "symbols": ["C", "C", "N", "C", "C", "O", "C", "C", "C", "H", "H", "H", "H", "H", "H", "H", "H", "H", "H", "H"],
  "xyz": [[-3.752, -0.781, -0.082], [-2.641, -0.327, -0.048], [-1.375, 0.187, -0.011], [-1.381, 1.648, 0.070], [-0.238, -0.620, -0.043], [-0.337, -1.853, -0.110], [1.161, -0.001, 0.008], [1.882, -0.500, 1.260], [1.925, -0.394, -1.257], [-4.730, -1.200, -0.113], [-1.927, 2.046, -0.793], [-0.396, 2.105, 0.076], [-1.896, 1.947, 0.990], [1.157, 1.084, 0.052], [1.893, -1.593, 1.317], [2.919, -0.149, 1.282], [1.380, -0.128, 2.161], [1.452, 0.050, -2.140], [2.961, -0.041, -1.215], [1.943, -1.480, -1.404]],
  "forces_ev_per_a": [[0.31, 0.18, 0.01], [0.44, -0.66, -0.03], [0.10, 0.33, -0.01], [-0.33, 0.46, 0.04], [-0.26, -2.17, -0.11], [-0.07, 2.15, 0.11], [0.20, -0.10, -0.02], [-0.06, -0.16, 0.39], [-0.04, -0.13, -0.40], [0.08, 0.08, 0.01], [0.05, -0.02, 0.21], [0.01, -0.32, -0.01], [0.05, 0.03, -0.20], [-0.18, 0.04, 0.00], [-0.07, 0.19, -0.15], [-0.18, 0.03, -0.08], [0.10, -0.06, -0.05], [0.10, -0.07, 0.05], [-0.18, 0.02, 0.08], [-0.08, 0.18, 0.17]]
}


Record 2
{
  "formula": "C7H16Cl2O3",
  "method": "wB97M-V/def2-TZVPD",
  "e_homo_ev": -9.68,
  "multiplicity": 1,
  "smiles": "C1CCOC1.ClCCl.OCCO",
  "total_energy_ha": -1422.343545,
  "orbital_gap_ev": 10.3,
  "e_lumo_ha": 0.024,
  "relative_energy_kcal_mol": 22.92,
  "symbols": ["C", "C", "C", "O", "C", "H", "H", "H", "H", "H", "H", "H", "H", "Cl", "C", "Cl", "H", "H", "O", "C", "C", "O", "H", "H", "H", "H", "H", "H"],
  "xyz": [[-1.440, -5.113, 3.845], [-2.043, -4.282, 2.704], [-1.244, -3.008, 2.651], [-0.197, -3.118, 3.624], [-0.031, -4.533, 3.769], [-1.445, -6.195, 3.718], [-1.944, -4.869, 4.780], [-3.063, -4.074, 3.028], [-2.063, -4.655, 1.680], [-1.871, -2.143, 2.869], [-0.800, -2.803, 1.677], [0.622, -4.759, 4.612], [0.596, -4.916, 2.964], [-0.182, -0.588, 0.270], [-0.239, 1.209, 0.013], [0.552, 1.667, -1.565], [-1.275, 1.491, -0.175], [0.233, 1.658, 0.887], [1.126, 4.043, -5.220], [1.047, 4.560, -3.891], [1.886, 5.831, -3.800], [3.224, 5.403, -3.978], [0.693, 3.193, -5.323], [-0.042, 4.589, -3.852], [1.427, 3.846, -3.160], [1.758, 6.290, -2.820], [1.549, 6.494, -4.597], [3.166, 4.785, -4.711]],
  "forces_ev_per_a": [[1.14, 0.12, -1.08], [-1.58, -0.18, 0.06], [0.45, 1.11, 0.38], [-0.30, -0.67, 0.00], [0.98, 0.04, 1.13], [-0.12, 0.06, -0.19], [0.25, 0.07, 0.03], [-0.21, 0.14, -0.54], [-0.04, -0.85, 0.35], [0.20, 0.16, 0.27], [0.04, -0.31, -0.16], [-0.33, 0.45, 0.55], [-0.50, -0.22, -0.75], [-0.02, 1.03, -0.17], [-0.09, -0.84, -1.01], [-0.07, -0.20, 1.09], [0.21, -0.09, 0.56], [-0.02, 0.15, -0.49], [1.56, 0.10, -1.08], [-1.39, -0.72, -0.26], [-0.78, -1.19, -0.34], [0.04, 0.57, 0.19], [0.01, 0.03, 0.37], [-0.11, 1.08, 1.43], [0.07, -0.06, 0.06], [0.17, 0.04, -0.10], [0.16, 0.36, 0.01], [0.29, -0.18, -0.29]]
}


Record 3
{
  "formula": "C4H10N2O",
  "method": "wB97M-V/def2-TZVPD",
  "e_homo_ev": -8.13,
  "multiplicity": 1,
  "smiles": "CN(C)CC(N)=O",
  "total_energy_ha": -343.054766,
  "orbital_gap_ev": 8.9,
  "e_lumo_ha": 0.029,
  "relative_energy_kcal_mol": 92.05,
  "symbols": ["C", "N", "C", "C", "C", "N", "O", "H", "H", "H", "H", "H", "H", "H", "H", "H", "H"],
  "xyz": [[0.064, 1.044, -1.346], [0.778, 0.800, -0.072], [0.315, 1.625, 1.060], [0.845, -0.585, 0.171], [-0.638, -1.279, 0.056], [-0.880, -2.539, 0.475], [-1.428, -0.604, -0.640], [-0.394, 2.027, -1.363], [0.782, 1.406, -2.175], [-0.634, 0.563, -1.967], [0.635, 1.178, 2.057], [-0.647, 1.522, 1.328], [0.727, 2.755, 0.844], [1.058, -0.719, 1.259], [1.515, -1.106, -0.555], [-1.872, -2.840, 0.510], [-0.224, -3.249, 0.360]],
  "forces_ev_per_a": [[2.98, 4.94, -2.77], [-1.36, -0.16, -0.96], [4.59, 1.28, -0.31], [-1.63, -1.89, 1.74], [0.34, 2.67, -3.60], [-2.41, 0.41, 0.88], [-0.25, -2.61, 3.39], [-0.52, 0.41, 1.08], [0.31, -0.95, 1.15], [-0.52, -1.79, 0.42], [1.19, 0.77, -1.24], [-4.33, 0.49, -0.37], [-1.37, -2.85, 1.04], [0.78, -0.31, -0.97], [-0.30, 0.22, 0.78], [1.17, 0.37, -0.47], [1.33, -1.01, 0.19]]
}